[1]
11
Properties=species:S:1:pos:R:3:nbo_charge:R:1 method="wB97M-V/def2-TZVPD" e_lumo_ev=-0.89 spin_multiplicity=1 homo_lumo_gap_ev=8.44 largest_force_ev_per_a=1.740 homo_ev=-9.32 total_energy_ha=-1063.52783 relative_energy_kj_mol=95.2
S 0.72906 -1.90359 -1.80570 0.0107
S 1.96657 -1.01586 1.36503 -0.0012
O 0.42813 0.67047 -1.63646 -0.5285
O -0.09646 0.48702 1.22246 -0.4562
C 0.64535 -0.30666 -0.94705 0.3462
C 0.74567 -0.27379 0.57260 0.1323
C -1.18615 1.11731 0.58244 -0.2666
H -1.83433 0.39514 0.14804 0.1880
H -0.86510 1.87288 -0.13242 0.2168
H 1.18543 -2.63823 -0.76770 0.1548
H -1.71817 1.59530 1.39875 0.2037



[2]
16
Properties=species:S:1:pos:R:3:nbo_charge:R:1 method="wB97M-V/def2-TZVPD" e_lumo_ev=0.08 spin_multiplicity=1 homo_lumo_gap_ev=9.76 largest_force_ev_per_a=0.691 homo_ev=-9.68 total_energy_ha=-234.47935 relative_energy_kj_mol=323.4
C 1.71358 -0.75687 0.30292 -0.6040
C 0.13907 1.42359 -1.82987 0.2340
C -1.31596 0.66044 0.04412 -0.4059
C 1.35851 0.71117 0.06594 -0.3942
C -1.78417 -0.79622 -0.03820 -0.5988
C 0.01607 0.92915 -0.62924 -0.3697
H 2.15408 1.18350 -0.52408 0.2251
H 1.70581 -1.31505 -0.63850 0.2155
H -1.10280 -1.48095 0.47559 0.2040
H -2.77247 -0.90023 0.42268 0.2127
H 2.71421 -0.83699 0.74196 0.2151
H -1.22983 0.97774 1.09151 0.2135
H -2.07652 1.30651 -0.40890 0.2219
H 1.32496 1.25596 1.01835 0.2140
H -1.85581 -1.11932 -1.08147 0.2147
H 1.01126 -1.24244 0.98720 0.2020



[3]
12
Properties=species:S:1:pos:R:3:nbo_charge:R:1 method="wB97M-V/def2-TZVPD" e_lumo_ev=-2.07 spin_multiplicity=1 homo_lumo_gap_ev=6.15 largest_force_ev_per_a=5.904 homo_ev=-8.21 total_energy_ha=-670.63647 relative_energy_kj_mol=819.5
Cl 1.82425 0.92414 -1.71837 -0.0805
N 1.67645 0.48647 0.02197 -0.4145
C -0.50586 -2.72476 -0.52137 -0.2647
C 0.30617 0.82212 0.46134 0.0785
C -0.37197 2.13073 0.72169 -0.6511
C 0.65618 -0.42827 0.43524 0.0640
H -0.75407 -2.65264 -1.53627 0.1816
H 0.16510 -3.36162 -0.14777 0.1783
H -1.22523 -2.24005 0.05609 0.1894
H -0.08439 2.83374 -0.07237 0.2553
H -0.23342 2.38386 1.67300 0.2333
H -1.45322 1.82628 0.62681 0.2305



[4]
35
Properties=species:S:1:pos:R:3:nbo_charge:R:1 method="wB97M-V/def2-TZVPD" e_lumo_ev=4.70 spin_multiplicity=1 homo_lumo_gap_ev=9.44 largest_force_ev_per_a=11.617 homo_ev=-4.74 charge=-2 total_energy_ha=-4298.61814 relative_energy_kj_mol=246.9
S -11.75312 -3.17755 10.95998 2.3947
S -12.08413 -5.40782 11.30604 2.3683
S -8.18346 -1.94395 12.75778 2.4172
S -10.33120 -4.01846 14.28848 2.3784
S -8.47895 -1.65649 10.48039 2.4093
S -8.61606 -5.62232 14.52121 2.4514
F -11.27438 -6.79200 11.43082 -0.5180
F -9.46914 -2.35534 9.46310 -0.4738
F -7.84061 -3.06570 13.94176 -0.5155
F -10.52264 -2.25912 11.16461 -0.5172
F -10.75832 -3.02681 13.09853 -0.5150
F -7.29485 -6.13473 13.82645 -0.4996
O -9.34633 -1.21479 13.36230 -0.8660
O -12.68280 -5.77436 9.99179 -0.8846
O -13.03347 -5.39454 12.45649 -0.8439
O -12.01623 -2.96618 9.56314 -0.8686
O -7.20819 -1.58205 9.74838 -0.8893
O -9.30501 -6.89264 14.75286 -0.9206
O -8.02848 -5.05386 15.74786 -0.8742
O -9.12441 -5.20728 9.98183 -0.8052
O -11.59047 -4.75696 14.54938 -0.8399
O -9.15211 -0.39996 10.72648 -0.8464
O -7.39487 -5.57935 11.32287 -0.7266
O -9.94343 -3.04597 15.24432 -0.8405
O -6.93771 -1.19736 12.62520 -0.8816
O -12.69356 -2.67032 11.95455 -0.8421
N -9.16668 -4.87379 13.34840 -1.2732
N -8.49569 -2.91752 11.63330 -1.2876
N -10.80172 -4.55715 11.33185 -1.2414
C -7.88786 -5.44455 10.18506 0.7540
C -6.94600 -5.38666 9.01817 -0.7291
Be -9.17887 -4.48764 11.67998 1.6583
H -7.33397 -6.02606 8.22523 0.2143
H -5.92643 -5.62541 9.32079 0.2144
H -6.80816 -4.41472 8.54442 0.2401